Entry 1:
Computed, not measured: a structure of composition C31H67N4P2Sr, with wB97M-V/def2-TZVPD.

The calculation puts the energy above the lowest of the compared OMol25 structures with the same formula, charge and spin at 137.8 kJ/mol. The net charge is +1.

Positions of all 105 atoms, in Å:
Sr  -0.2241  -0.7395  0.5885
P  1.1528  -4.3046  0.2789
P  2.9278  -0.2578  -0.2575
N  -1.3242  0.7386  -1.0846
N  -0.1655  1.2279  2.1324
N  -2.2188  -2.0496  0.2890
N  1.4790  3.5025  1.0049
C  -2.3594  -1.5106  2.6281
C  -4.1141  -2.3960  -2.9260
C  -1.0012  -4.9925  1.9060
C  4.0721  -0.1055  1.2104
C  1.9070  1.5002  -2.2027
C  2.5601  -6.6514  -0.6254
C  -3.0541  -2.7024  -3.7733
C  2.0392  -3.1246  2.6195
C  -2.5950  -2.2712  -1.0174
C  -4.1190  -2.9376  1.6758
C  3.1211  1.2855  -1.2829
C  2.0958  -5.2451  -0.9988
C  -0.6117  -3.1787  -4.1631
C  -1.3869  1.3868  1.3638
C  -4.1424  -0.5289  1.0698
C  2.8754  -1.8498  -2.5160
C  -1.5647  -2.6100  -1.9086
C  2.3198  -4.3313  1.7185
C  -0.1306  -5.5232  0.7711
C  -1.2380  1.8488  -0.0999
C  5.3149  0.7719  1.0615
C  -3.8884  -2.1785  -1.5685
C  -5.5189  -2.3348  -3.4650
C  0.2255  2.4524  2.8654
C  5.1393  -1.7879  -1.3900
C  0.4232  3.6833  1.9973
C  4.4008  1.4950  -2.0966
C  -1.7634  -2.8172  -3.2626
C  3.6272  -1.6974  -1.1916
C  3.3055  0.3328  2.4609
C  -3.1884  -1.7485  1.3218
H  5.0451  1.8036  0.8275
H  3.1874  -1.0840  -3.2275
H  5.9941  0.4152  0.2909
H  3.3388  -2.5385  -0.5474
H  -0.4298  -4.9013  2.8335
H  5.6859  -1.6900  -0.4524
H  0.3075  -3.3204  -3.5930
H  -2.5702  -2.3412  3.3014
H  5.8647  0.7853  2.0054
H  3.1553  -6.6479  0.2893
H  -0.5702  -2.7677  -1.4967
H  1.7181  2.5682  -2.3312
H  -0.3376  0.5139  2.8375
H  -0.4332  -2.3966  -4.9038
H  2.3618  -0.2012  2.5809
H  -1.2552  -1.5621  2.5628
H  -4.7368  -1.9444  -0.9430
H  0.9926  1.0420  -1.8271
H  4.4385  0.8133  -2.9466
H  -5.9771  -3.3260  -3.4490
H  5.5088  -1.0343  -2.0831
H  -2.0072  0.0540  -0.7169
H  -3.2347  -2.8735  -4.8287
H  1.7868  -2.2987  1.9441
H  -1.8378  -5.6636  2.1045
H  3.3362  -4.2752  1.3200
H  3.0691  2.0611  -0.5114
H  2.0938  1.0842  -3.1937
H  -6.1464  -1.6727  -2.8684
H  -5.1301  -0.8356  0.7295
H  -0.5345  2.6911  3.6174
H  0.6054  4.5189  2.6819
H  0.3449  -6.4634  1.0563
H  -2.0465  2.5664  -0.2514
H  1.7200  -7.3286  -0.4767
H  3.1795  -7.0711  -1.4187
H  4.4048  -1.1381  1.3717
H  -2.6334  -0.5988  3.1618
H  -1.8401  1.0796  -1.8889
H  2.2436  -5.2687  2.2727
H  -1.9163  0.4352  1.3049
H  1.1748  -3.3035  3.2616
H  -0.8180  -4.1001  -4.7096
H  2.3745  3.3932  1.4677
H  1.7929  -1.7692  -2.3862
H  1.4607  -5.2767  -1.8891
H  4.3989  2.5088  -2.5049
H  2.8838  -2.8331  3.2429
H  2.9600  -4.6274  -1.2667
H  5.3127  1.3722  -1.5208
H  -5.5321  -1.9851  -4.4970
H  -4.7731  -2.6764  2.5109
H  -3.7721  0.1543  0.3012
H  -4.3087  0.0436  1.9847
H  1.1535  2.2322  3.3953
H  -4.7458  -3.2091  0.8261
H  3.0869  -2.8200  -2.9719
H  5.3886  -2.7662  -1.8080
H  -2.0833  2.0534  1.8781
H  3.9078  0.1619  3.3552
H  -0.5043  3.9236  1.4715
H  3.0805  1.3990  2.4127
H  -0.7402  -5.7174  -0.1154
H  -3.5304  -3.8105  1.9492
H  1.5578  4.3331  0.4289
H  -0.2858  2.3671  -0.2242
H  -1.4007  -4.0149  1.6399

Atom charges from the Löwdin analysis, given in e for atoms 1 to 8: atom 1 (Sr): 1.343, atom 2 (P): 0.950, atom 3 (P): 1.042, atom 4 (N): -0.081, atom 5 (N): -0.164, atom 6 (N): -0.180, atom 7 (N): 0.015, atom 8 (C): -0.074

***

Entry 2:
Computed, not measured: a cluster of 4 separate species, C31H68B2FN5O14 in total, with wB97M-V/def2-TZVPD.

Its SMILES is CCCO[C@]1(OC#N)OC(=O)[C@@](B(O)O)([C@H](C)F)[C@]1(CNC)CB(O)O.COCCNCCOC.COCCNCCOC.COCCNCCOC.

Positions of all 121 atoms, in Å:
F  -1.9238  -6.7223  -6.7721
O  0.3542  -2.1105  -3.7700
O  -2.8499  0.6288  8.1993
O  0.8501  -4.0334  -4.7309
O  1.0605  -5.8566  -6.0158
O  -4.2194  -2.2808  -7.3785
O  0.5192  -2.2076  -6.0800
O  -4.6503  -2.8162  -5.1037
O  1.0250  -1.9824  0.0619
O  0.2454  8.7614  2.3076
O  0.8973  3.0540  7.0433
O  -0.1353  -4.4112  -8.3891
O  3.0232  5.2137  1.3637
O  -2.5118  -4.4194  -8.0406
O  2.1515  0.8259  3.4971
N  0.0115  5.8214  1.9845
N  -0.1622  0.2710  -3.7516
N  -2.3475  -2.4269  -3.0387
N  3.0966  -1.8579  2.1738
N  -1.9719  2.3826  5.9702
C  -1.8359  -2.2775  -1.6702
C  -2.1966  -2.2543  -5.8528
C  1.9595  -2.7643  2.1485
C  3.1281  6.6213  1.4353
C  2.2324  4.6045  2.3663
C  -1.9426  -3.6379  -3.7405
C  0.7442  4.5619  2.0384
C  1.5739  -3.1116  0.7278
C  0.4536  2.3016  8.1533
C  0.5768  2.5189  5.7712
C  3.4073  -1.3010  3.4841
C  -3.2064  0.4526  6.8343
C  -0.0489  6.5480  3.2438
C  -1.9145  -5.9037  -5.6329
C  0.3770  -4.9661  -5.6305
C  -0.8066  2.9097  5.2694
C  0.0957  -2.8652  -4.9771
C  1.8195  -1.4712  -0.9917
C  -0.2167  9.1108  1.0204
C  -1.3656  -3.3450  -5.1543
C  1.9199  -1.8579  -6.1542
C  -1.0680  -4.6490  -5.9725
C  -3.6129  1.5969  8.8875
C  0.0494  -0.8581  -3.7991
C  -2.1053  0.9352  5.9165
C  2.7606  -2.8872  -6.9146
C  2.3631  -0.4118  4.1493
C  -0.6370  7.9276  3.0484
C  -1.4555  -6.7831  -4.4873
C  3.8449  -3.5228  -6.0467
C  1.2398  0.8029  2.4144
B  -1.2294  -4.5012  -7.5667
B  -3.7336  -2.5048  -6.1195
H  -2.1333  -1.3725  -5.2050
H  -2.2700  -7.4369  -4.1744
H  2.3426  7.1276  0.8663
H  1.0670  -2.3473  2.6370
H  -0.7846  8.3902  4.0281
H  -0.6398  -7.4151  -4.8362
H  2.5832  3.5707  2.4338
H  0.4484  0.0611  2.5564
H  -0.6833  5.9923  3.9413
H  0.2447  3.9090  2.7606
H  -3.3563  -2.3855  -3.0132
H  2.3212  -1.6939  -5.1510
H  4.4691  -4.2089  -6.6184
H  2.4324  5.0645  3.3424
H  3.2491  -2.3667  -7.7428
H  -0.8704  4.0003  5.3108
H  2.7366  -0.1609  5.1461
H  -1.5943  -1.2300  -1.4737
H  -4.7705  -3.7544  -4.9354
H  1.4056  -0.9305  4.2900
H  1.7516  0.6088  1.4675
H  1.3102  2.9384  5.0787
H  -1.1175  -6.2090  -3.6277
H  -1.7456  -1.9730  -6.8058
H  0.4342  6.4169  1.2839
H  0.4495  1.2289  7.9362
H  1.9314  -0.8949  -6.6611
H  -1.6100  7.8628  2.5516
H  0.8043  -3.8893  0.7515
H  -5.0614  -2.7305  -7.5065
H  0.9363  6.6711  3.7156
H  3.0941  6.9751  2.4700
H  4.0887  6.8995  1.0018
H  1.2297  -0.7101  -1.4990
H  -3.3607  -0.6174  6.6688
H  -1.9339  2.6739  6.9387
H  0.6376  4.0890  1.0581
H  3.6350  -2.1286  4.1644
H  1.1455  2.4897  8.9743
H  3.4057  -4.0445  -5.1953
H  -2.9508  -5.5888  -5.4919
H  -3.4091  2.6149  8.5371
H  -3.3432  1.5298  9.9400
H  -2.3498  0.6429  4.8899
H  2.2291  -3.6831  2.6791
H  -4.6858  1.4039  8.7868
H  0.7863  1.7912  2.3445
H  2.7410  -1.0036  -0.6265
H  4.3230  -0.7135  3.3838
H  0.4704  9.8563  0.6237
H  -0.2375  8.2541  0.3374
H  4.4973  -2.7418  -5.6446
H  2.4358  -3.5016  0.1777
H  -2.5630  -2.5876  -0.9127
H  2.1124  -3.6436  -7.3593
H  -1.2207  9.5452  1.0616
H  -2.7890  -4.3205  -3.8553
H  -0.8902  2.6282  4.2139
H  2.9277  -1.0996  1.5254
H  2.0834  -2.2593  -1.7033
H  0.7344  1.4345  5.7628
H  -0.5478  2.5945  8.4837
H  -2.5926  -3.8413  -8.8069
H  -0.1820  -5.0090  -9.1408
H  -1.1936  -4.1637  -3.1448
H  -0.9132  -2.8400  -1.5331
H  -4.1447  0.9705  6.6129
H  -1.1823  0.4094  6.2018

Atom charges from the Löwdin analysis, given in e for atoms 1 to 8: atom 1 (F): 0.012, atom 2 (O): 0.092, atom 3 (O): -0.195, atom 4 (O): 0.141, atom 5 (O): 0.193, atom 6 (O): 0.170, atom 7 (O): 0.011, atom 8 (O): 0.136

***

Entry 3:
Computed, not measured: a cluster of 12 separate species, C31H68F21N5O26S7 in total, with wB97M-V/def2-TZVPD.

The net charge is -2.

Positions of all 158 atoms, in Å:
S  -2.1931  1.4533  -5.2276
S  -0.8194  4.8444  0.1557
S  1.6007  6.3493  -5.6966
S  1.5856  -4.3749  -2.0160
S  4.8462  2.3492  0.3314
S  0.8951  -2.3320  3.0399
S  -4.4419  -3.7506  -0.8118
F  3.3760  -3.5397  -3.8272
F  -4.6082  2.2225  -5.9435
F  -3.1439  2.4131  -7.5509
F  2.1031  -5.1382  -4.5223
F  6.1567  2.9232  -1.8537
F  -3.9468  0.5035  -7.0332
F  0.9224  -1.3624  5.5500
F  1.4887  -3.4813  5.3415
F  1.9900  5.0862  -3.4167
F  -1.7408  2.6377  1.4141
F  -4.0958  -3.8469  -3.3950
F  0.4338  4.1443  -4.5954
F  -2.4690  -4.6630  -2.3009
F  1.3594  -3.1452  -4.3115
F  4.8275  1.2837  -2.0808
F  -2.5918  4.4690  2.1626
F  2.5076  3.9030  -5.2015
F  -0.5246  3.9378  2.6868
F  2.8448  -1.8862  4.7868
F  4.0450  3.2881  -1.9999
F  -4.3346  -5.8025  -2.5412
O  -0.8325  6.2539  0.5291
O  -2.4518  0.0994  -4.7124
O  4.0772  4.9437  5.0608
O  5.1695  3.6629  0.8238
O  -5.3026  -2.6654  6.2609
O  -0.9053  1.5173  -5.8893
O  1.0422  5.9496  -6.9791
O  3.4914  1.9087  0.6367
O  1.5226  -3.0242  -1.4917
O  1.0977  -0.9755  2.5481
O  2.5847  -5.2123  -1.3776
O  3.0236  6.6691  -5.7526
O  -3.7817  -2.4335  -0.7835
O  -4.0071  -4.5843  0.2969
O  5.8719  1.3489  0.6378
O  1.7018  -3.3607  2.4159
O  -0.5019  -2.6748  3.2194
O  0.8339  7.3131  -4.9252
O  7.8377  -2.8264  0.2834
O  -1.8013  4.5069  -0.8533
O  0.4939  4.2667  -0.0880
O  -5.7549  -0.4070  -4.5697
O  0.2990  -5.0005  -2.2820
O  -5.8930  -3.6101  -0.9223
O  -2.4801  2.4796  -4.2522
O  -1.9205  -0.6289  -0.8571
N  -4.9353  -2.4001  3.4056
N  2.4952  2.1213  4.1858
N  4.9479  -1.8411  0.3102
N  -5.5747  0.0077  -1.7917
N  0.3344  0.5973  -1.6053
C  -4.6247  -3.8992  3.3895
C  4.9477  -3.3401  0.2289
C  3.9160  -1.1828  -0.5760
C  -3.5313  1.6747  -6.5262
C  4.9541  2.4875  -1.5235
C  4.2452  3.9117  4.0914
C  -5.4561  -1.0173  -5.8032
C  -5.0560  1.0177  -2.7984
C  7.4563  -1.5171  0.7583
C  -0.7734  1.6051  -1.8759
C  -4.6101  -1.9169  2.0434
C  2.9192  3.4010  3.6065
C  -6.4174  -2.1845  3.6835
C  1.6506  1.3291  -1.6191
C  0.4037  -0.4257  -2.7154
C  -4.6084  0.2080  -3.9736
C  0.3098  0.0134  -0.2660
C  1.6197  4.7637  -4.6737
C  1.5553  -2.2722  4.7999
C  -3.7694  -4.6289  -2.3535
C  2.1527  -4.0600  -3.7904
C  4.5897  -1.3858  1.6899
C  -0.8038  -0.9839  -0.0751
C  -4.0989  -1.6344  4.3810
C  2.6679  2.0485  5.6564
C  6.2444  -1.1495  -0.0430
C  1.0220  1.9416  3.9395
C  3.2256  1.0717  3.4746
C  -4.0398  -2.2664  5.7317
C  -1.4449  3.9328  1.7013
C  -3.8479  1.7357  -2.1930
H  3.7254  2.0317  5.9047
H  4.9558  -0.3591  1.7537
H  -3.7168  -3.9711  2.8008
H  4.0901  -1.6330  -1.5483
H  -5.4769  -4.3047  2.8504
H  2.0425  2.8364  6.0631
H  4.8977  5.4362  5.1289
H  4.8602  3.1202  4.5340
H  4.2910  1.2543  3.6041
H  0.4972  2.7268  4.4764
H  8.3092  -0.8433  0.6520
H  2.8189  3.3433  2.5206
H  -0.4824  -1.9922  -0.3741
H  0.2665  0.7546  0.5275
H  -3.5372  -1.5928  6.4400
H  4.0215  -0.1047  -0.4880
H  5.9860  -0.0871  0.0168
H  0.7037  0.9821  4.3373
H  3.5075  -1.4031  1.7787
H  2.9169  -1.4748  -0.2610
H  0.9000  1.9671  2.8606
H  1.2301  -0.5530  -0.1659
H  3.9336  -3.6128  0.5185
H  -4.7766  -1.8679  -5.7715
H  -3.3229  -3.0959  5.7651
H  -6.4150  -1.3799  -6.1801
H  5.1063  -1.9402  2.4699
H  -4.6533  -4.3134  4.3900
H  -5.1468  -0.2358  -6.5013
H  8.5880  -3.2116  0.7464
H  7.2462  -1.5401  1.8373
H  2.9512  0.0284  3.5978
H  -4.9657  -0.8075  -1.6495
H  5.1394  -3.5038  -0.8259
H  6.4533  -1.2770  -1.1064
H  -6.8502  -3.1653  3.8199
H  -4.0870  0.7406  -4.7712
H  -5.8370  1.7292  -3.0576
H  1.6028  2.2192  -0.9939
H  -3.5099  2.5149  -2.8759
H  -3.0756  0.9953  -1.9911
H  -1.0175  2.0075  -0.9020
H  -6.7875  -1.6209  2.8372
H  -6.4746  -1.6386  4.6178
H  -0.9701  -1.1723  0.9948
H  2.3156  1.0969  6.0607
H  -6.4803  -0.4178  -2.0335
H  1.3907  -0.8743  -2.6434
H  -4.0844  2.2950  -1.2818
H  -4.4925  -0.6206  4.3408
H  -0.4036  2.2989  -2.6198
H  -1.5442  0.9586  -2.2813
H  2.4105  0.6604  -1.2325
H  -5.8003  0.5447  -0.9523
H  -3.0926  -1.6123  3.9726
H  -3.5825  -2.0029  1.7017
H  3.0052  1.1852  2.4082
H  0.2853  0.0765  -3.6697
H  -0.3239  -1.1807  -2.4408
H  -5.2926  -2.4360  1.3760
H  -5.1081  -3.2560  6.9944
H  5.6744  -3.7826  0.8920
H  -2.5193  -1.3878  -0.7745
H  2.1753  4.1617  3.8675
H  -4.8257  -0.8447  2.0159
H  4.7821  4.3146  3.2301
H  1.9423  1.6756  -2.6094
H  -3.9217  -0.6027  -3.6960

Atom charges from the Löwdin analysis, given in e for atoms 1 to 8: atom 1 (S): 0.521, atom 2 (S): 0.455, atom 3 (S): 0.444, atom 4 (S): 0.475, atom 5 (S): 0.528, atom 6 (S): 0.463, atom 7 (S): 0.524, atom 8 (F): 0.111

***

Number 1: lowest unoccupied orbital energy -2.11 eV, DFT total energy -2153.6542 Ha. Number 2: lowest unoccupied orbital energy 0.10 eV, DFT total energy -2698.7247 Ha. Number 3: lowest unoccupied orbital energy 1.83 eV, DFT total energy -8336.4431 Ha.